[1]
ORCA calculation (ωB97M-V/def2-TZVPD) on one molecule with the formula C4H6N2 in a non-equilibrium geometry.

For the highest occupied orbital energy (spin up / spin down), the calculation gives -7.074 / -7.195 eV. Its energy is -7219.273 eV. The value obtained for the energy above the lowest of the compared OMol25 structures with the same formula, charge and spin is 6.3184 eV. Its gap between HOMO and LUMO (spin up / spin down) is 0.2625 / 0.2887 Eh.

Geometry as XYZ:
```
12
Properties=species:S:1:pos:R:3:forces:R:3
C 1.974 -1.850 -0.999 0.390 0.262 -0.991
C 1.095 -1.280 -0.403 -0.083 0.209 0.128
C -1.294 1.310 1.257 1.168 -0.954 0.166
C 0.196 -0.845 0.548 -3.016 1.379 2.120
N -0.601 0.376 0.435 0.509 0.453 0.853
N -0.617 0.994 -0.827 1.360 -0.265 -3.058
H 2.719 -2.177 -1.685 0.005 -0.241 0.193
H -1.209 1.289 2.399 -0.148 -0.309 -2.018
H -1.699 2.223 0.675 0.766 -2.078 1.271
H -0.033 -1.604 1.361 0.088 1.649 -0.813
H 0.341 1.230 -1.181 -0.704 -0.027 1.215
H -0.872 0.333 -1.581 -0.334 -0.077 0.934
```
Positions in Å, forces in eV/Å.

Charges in e, computed with Löwdin, in the same order as the atoms: 0.097 -0.233 0.011 -0.115 -0.250 -0.009 0.019 0.068 0.079 0.121 0.112 0.101

---

[2]
ORCA calculation (ωB97M-V/def2-TZVPD) on C5H6LiO3Rb as an isolated structure in a non-equilibrium geometry.

For the highest occupied orbital energy (spin up / spin down), the calculation gives -16.150 / -16.150 eV. Its total charge is +2. Its energy is -12270.221 eV. Its gap between HOMO and LUMO (spin up / spin down) is 0.3437 / 0.3436 Eh.

Geometry as XYZ:
```
16
Properties=species:S:1:pos:R:3:forces:R:3
O -2.423 -0.508 0.552 -0.656 0.162 -0.825
C -1.019 -0.925 0.180 1.591 2.969 -0.683
C -3.332 -1.372 0.542 -0.176 -2.557 4.425
O -0.326 0.062 0.058 -0.563 -1.199 0.228
O -0.877 -2.125 0.048 0.071 -2.098 -0.521
C -4.634 -1.176 1.152 -0.515 1.901 -1.523
Rb 3.609 1.866 -0.947 -0.007 0.097 0.052
H -3.112 -2.482 0.717 0.505 1.255 -2.005
H -4.906 -1.993 1.830 -0.159 0.134 -0.565
H -4.739 -0.191 1.618 -0.081 -0.231 -0.065
Li -0.315 -3.476 -1.072 -0.095 0.282 0.401
C -5.305 -1.176 -0.291 -0.514 -0.710 0.735
C -5.345 -0.118 -1.106 0.797 -0.143 0.009
H -5.780 -0.202 -2.102 -0.110 0.076 0.384
H -5.774 -2.121 -0.570 0.169 0.255 -0.046
H -4.850 0.823 -0.855 -0.258 -0.193 -0.003
```
Positions in Å, forces in eV/Å.

Charges in e, computed with Löwdin, in the same order as the atoms: 0.153 -0.650 -0.109 0.115 -0.065 -0.077 0.980 0.193 0.145 0.143 0.892 -0.116 0.090 0.092 0.119 0.095

---

[3]
ORCA calculation (ωB97M-V/def2-TZVPD) on C34H62Br2ClF2N4O6P as an isolated structure in a non-equilibrium geometry.

For the highest occupied orbital energy, the calculation gives -7.980 eV. Its energy is -221828.769 eV. Its gap between HOMO and LUMO is 0.3059 Eh.

Geometry as XYZ:
```
112
Properties=species:S:1:pos:R:3:forces:R:3
C -0.262 -1.382 1.992 0.224 -1.087 0.872
C 0.770 -2.418 1.315 -1.629 -0.630 0.429
C 1.429 -1.987 -0.056 -0.762 -0.813 0.324
F 1.534 -3.229 -0.832 0.304 1.859 0.913
C 2.848 -1.170 0.001 -0.393 -2.282 0.429
O 2.563 0.104 0.517 0.007 -0.451 -1.210
C 2.015 1.221 -0.114 -0.002 4.352 0.340
C 3.116 2.434 0.019 1.444 -0.825 -0.678
C 3.560 3.167 -1.317 0.596 1.666 0.125
C 2.989 4.692 -1.262 1.501 -0.264 0.520
F 2.972 5.321 -2.562 -0.306 -0.988 1.759
C 1.185 1.170 -1.456 -1.486 -0.387 -1.076
C -0.446 1.077 -1.293 0.457 -0.379 -2.245
C -0.985 0.634 -2.778 -0.867 1.024 0.545
N -1.709 -0.667 -2.647 -0.310 0.417 -0.667
C -3.176 -0.542 -2.866 -1.062 -0.986 0.348
C -3.931 0.403 -1.825 -1.787 2.595 1.089
C -3.602 0.563 -0.324 -2.895 2.083 -1.635
C -4.422 1.580 0.552 -0.510 -0.479 -3.433
C -5.556 2.438 -0.050 2.098 -2.592 -1.845
C -5.920 2.279 -1.550 2.994 -2.031 1.588
C -5.101 1.278 -2.416 0.064 0.576 2.979
O -5.475 1.195 -3.815 0.362 -0.795 2.278
P 0.686 1.846 1.188 -1.345 -0.575 1.098
N 0.220 3.524 0.746 0.601 -1.053 1.003
O 1.424 2.013 2.729 0.154 1.241 -1.719
C 3.483 -1.340 -1.454 0.147 0.916 -1.570
Cl 4.447 -2.918 -1.744 -0.913 0.781 0.457
C 4.432 -0.182 -2.016 1.078 0.140 -1.141
C 3.956 0.336 -3.493 0.975 -0.520 -0.203
C 3.821 -1.760 1.205 -0.007 0.176 -0.262
Br 5.758 -1.193 0.963 -0.496 0.182 -0.260
Br 3.371 -0.802 2.939 0.039 -0.784 -0.772
N 3.824 -3.236 1.325 0.340 1.342 0.122
N 3.943 -3.584 2.705 0.274 -1.956 0.491
H -0.895 -2.015 2.728 0.977 1.000 -1.142
H -1.006 -0.910 1.273 1.268 -0.397 0.868
H 0.319 -0.649 2.641 -1.000 -0.607 -1.150
H 1.458 -2.772 2.148 -0.544 0.630 -1.415
H 0.113 -3.345 1.075 1.256 1.466 0.038
H 0.632 -1.387 -0.643 1.551 -0.632 0.896
H 4.074 1.962 0.471 -1.726 0.590 -0.577
H 2.812 3.242 0.773 0.237 -1.108 -1.004
H 3.324 2.656 -2.303 -0.032 0.622 1.487
H 4.710 3.293 -1.287 -1.812 -0.328 -0.192
H 3.768 5.275 -0.639 -1.282 -0.714 -1.011
H 2.002 4.778 -0.697 0.932 -0.178 -1.420
H 1.412 0.278 -2.159 0.090 1.314 1.507
H 1.276 2.088 -2.155 0.457 -1.302 1.514
H -0.786 0.242 -0.607 0.447 1.405 -0.718
H -0.930 2.093 -1.113 0.788 -1.474 0.351
H -1.757 1.425 -3.130 1.292 -1.133 0.494
H -0.161 0.637 -3.568 -0.943 -0.277 1.099
H -1.355 -1.385 -3.294 -0.199 0.619 0.449
H -3.618 -1.603 -2.715 0.694 1.574 -0.212
H -3.446 -0.270 -3.958 0.337 0.067 1.781
H -2.767 -0.062 0.127 -1.352 1.022 -0.639
H -4.150 1.691 1.652 -0.446 -0.195 -1.717
H -6.105 3.159 0.649 0.827 -1.179 -1.358
H -6.755 2.899 -2.012 1.337 -1.044 0.601
H -5.875 0.307 -3.965 0.485 0.901 0.227
H -0.792 3.557 0.973 0.864 0.101 -0.207
H 0.696 4.180 1.386 -0.345 -0.133 -0.561
H 1.787 2.921 2.864 -0.075 -0.992 -0.074
H 2.624 -1.454 -2.221 1.318 0.085 1.525
H 5.476 -0.633 -2.238 -1.802 0.641 0.744
H 4.663 0.669 -1.296 -0.842 -1.132 -0.842
H 2.856 0.132 -3.705 1.394 0.645 0.362
H 4.270 1.429 -3.685 -0.793 -1.694 0.388
H 4.544 -0.275 -4.283 -1.017 0.892 1.276
H 4.708 -3.573 0.916 -0.934 0.451 -0.352
H 3.097 -4.114 2.968 0.568 0.327 -0.203
H 4.707 -4.286 2.763 -0.776 0.754 0.322
C -6.845 2.621 -6.227 -0.044 -0.035 0.383
C -6.688 1.905 -7.549 0.329 -0.039 -0.292
C -8.022 2.178 -8.217 -0.345 -0.014 -0.064
O -8.474 3.449 -7.734 0.232 -0.186 0.102
C -7.655 3.839 -6.623 -0.035 0.273 -0.177
H -5.898 2.876 -5.750 -0.125 -0.043 -0.003
H -7.421 1.999 -5.534 0.082 0.090 -0.002
H -5.880 2.366 -8.127 -0.044 -0.076 0.016
H -6.471 0.839 -7.450 -0.032 0.061 -0.030
H -8.768 1.427 -7.935 0.042 -0.081 -0.060
H -7.948 2.204 -9.307 -0.086 0.081 0.059
H -7.005 4.656 -6.957 0.027 0.022 0.102
H -8.287 4.207 -5.811 -0.052 0.005 -0.119
C -0.560 2.384 7.640 -0.044 -0.304 0.342
C 0.323 2.551 6.423 0.365 0.247 -0.122
C -0.650 2.293 5.290 -0.220 -0.183 -0.242
O -1.941 2.722 5.746 0.238 -0.011 0.250
C -1.875 2.964 7.158 -0.232 0.250 -0.116
H -0.176 2.883 8.533 -0.053 -0.025 -0.056
H -0.681 1.320 7.867 0.007 0.084 0.021
H 0.692 3.581 6.371 0.012 -0.068 -0.003
H 1.183 1.880 6.407 -0.074 0.037 -0.039
H -0.715 1.225 5.058 0.124 0.019 -0.091
H -0.385 2.831 4.379 -0.145 -0.077 0.043
H -1.912 4.048 7.314 -0.015 -0.011 0.114
H -2.739 2.512 7.650 -0.012 0.031 -0.119
C 4.655 -8.387 3.317 0.382 -0.293 -0.096
C 3.644 -8.266 4.435 -0.459 -0.073 0.035
C 4.073 -6.978 5.110 0.165 0.184 0.303
O 4.650 -6.148 4.093 -0.055 -0.377 -0.075
C 4.853 -6.940 2.913 -0.091 0.244 -0.177
H 4.323 -9.018 2.491 0.032 0.075 0.041
H 5.593 -8.798 3.707 -0.057 0.018 -0.071
H 2.639 -8.152 4.016 0.051 -0.029 0.064
H 3.635 -9.120 5.114 0.008 0.086 -0.028
H 4.842 -7.163 5.868 -0.070 -0.027 0.049
H 3.239 -6.454 5.582 0.105 0.074 -0.060
H 4.109 -6.631 2.170 0.035 -0.063 -0.091
H 5.850 -6.749 2.508 -0.033 0.080 0.078
```
Positions in Å, forces in eV/Å.

These are the Löwdin partial charges, in e, on atoms 1 to 99: -0.125 -0.185 -0.167 -0.099 -0.403 -0.249 -0.486 -0.149 -0.178 -0.167 -0.112 -0.140 -0.222 -0.202 -0.103 -0.209 -0.090 -0.008 -0.065 -0.076 -0.001 -0.173 -0.076 0.974 -0.167 -0.357 -0.524 0.589 -0.268 -0.105 -0.914 0.628 0.739 -0.176 -0.059 0.087 0.042 0.028 0.068 0.129 0.147 0.126 0.081 0.076 0.123 0.125 0.093 0.087 0.136 0.043 0.093 0.125 0.115 0.108 0.132 0.121 0.073 0.084 0.090 0.097 0.115 0.034 0.029 0.052 0.101 0.086 0.077 0.059 0.075 0.084 0.054 0.079 0.073 -0.195 -0.178 -0.208 -0.140 -0.203 0.107 0.109 0.117 0.112 0.116 0.116 0.117 0.117 -0.180 -0.179 -0.212 -0.141 -0.209 0.113 0.116 0.115 0.115 0.120 0.094 0.116 0.116

---

[4]
ORCA calculation (ωB97M-V/def2-TZVPD) on C3H4FLuO2 as an isolated structure in a non-equilibrium geometry.

For the highest occupied orbital energy (spin up / spin down), the calculation gives -25.304 / -20.835 eV. Its total charge is +3. Its energy is -43566.553 eV. Its gap between HOMO and LUMO (spin up / spin down) is 0.4045 / 0.1287 Eh. The multiplicity is 2.

Geometry as XYZ:
```
11
Properties=species:S:1:pos:R:3:forces:R:3
O 0.206 -0.098 -1.102 -0.823 -0.731 -0.206
Lu -1.658 1.956 0.988 0.208 0.244 -0.128
C 0.276 0.637 -0.089 0.223 0.753 1.019
C 1.125 -1.195 -1.393 1.057 0.647 0.401
H 2.009 -1.096 -0.757 0.008 -0.194 -0.275
H 1.371 -1.074 -2.450 -0.095 -0.429 0.003
F 1.384 0.551 0.582 -0.450 0.044 -0.111
C 0.418 -2.567 -1.126 -0.461 0.040 0.939
O 0.276 -2.909 0.164 0.399 0.343 -1.606
H 0.959 -3.349 -1.696 0.360 -0.571 0.032
H -0.607 -2.560 -1.562 -0.425 -0.147 -0.070
```
Positions in Å, forces in eV/Å.

Charges in e, computed with Löwdin, in the same order as the atoms: 0.021 1.913 -0.326 0.030 0.162 0.187 0.146 -0.060 0.470 0.232 0.225

---

> What is the formula in the first record?

C4H6N2

---

> Look up the energy of the second one.

-12270.221 eV

---

> Which value of energy does entry 3 give?

-221828.769 eV

---

> Number 4 is which compound?

C3H4FLuO2